Formula: C35H48IrN5O2
Source: the OMol25 dataset
Level of theory: ωB97M-V/def2-TZVPD

## Properties
2S+1: 5
⟨S²⟩: 6.036
Lowest unoccupied orbital energy (alpha / beta) (eV): -5.371 / -7.892
Gap between HOMO and LUMO (alpha / beta) (eV): 7.2 / 5.3
Total charge: +2

Structure (XYZ):
```
91
Properties=species:S:1:pos:R:3:forces:R:3
Ir -0.2297 -0.7864 0.2826 -0.1 1.3 1.2
C -0.0915 -2.0369 -2.8117 0.1 -0.1 0.1
C 0.7587 -3.0614 -2.0505 -0.1 0.2 0.2
C 0.0996 -3.5385 -0.7528 0.1 0.0 -0.3
C 2.1999 -2.6269 -1.8372 -0.1 -0.3 -0.1
C 3.1624 -3.4986 -2.2815 -0.1 0.0 0.0
C 4.5262 -3.1974 -2.2169 0.0 0.0 0.0
C 4.9415 -2.0028 -1.6568 0.0 0.0 -0.1
C 4.0384 -1.0791 -1.1703 0.0 0.1 0.0
C 4.6039 0.0825 -0.3815 0.1 0.1 -0.1
C 5.4398 -0.4228 0.8036 -0.1 -0.1 0.0
C 5.4585 0.9997 -1.2723 -0.2 -0.1 0.1
C 2.6138 -1.3496 -1.3111 0.1 0.1 0.3
N 1.7000 -0.4434 -0.8829 -0.3 -0.8 -0.1
C 1.8452 0.9073 -1.2054 0.0 0.4 -0.2
O 2.2929 1.3012 -2.2539 0.2 -0.1 0.2
C 1.3035 1.8319 -0.1531 0.0 0.2 0.0
C 1.7905 3.1053 0.0933 0.0 0.0 -0.1
C 1.3071 3.7854 1.2065 -0.1 -0.1 0.1
C 0.3963 3.1662 2.0571 -0.1 0.0 -0.1
C -0.0485 1.8969 1.7229 0.0 0.1 0.2
N 0.3764 1.2961 0.6250 0.2 -0.1 -0.1
C -0.8424 1.0174 2.6566 -0.2 -0.2 0.2
O -1.3092 1.4653 3.6832 0.2 0.1 -0.1
N -0.8941 -0.3018 2.2695 0.1 -0.5 -1.5
C -0.8778 -1.2622 3.3273 0.2 -0.4 0.7
C 0.3817 -1.5200 3.9222 -0.3 0.2 -0.4
C 0.4529 -2.3161 5.0546 0.0 -0.1 0.1
C -0.6877 -2.8635 5.6094 0.0 0.0 0.0
C -1.9074 -2.6549 4.9924 0.0 -0.2 0.1
C -2.0325 -1.8875 3.8416 0.1 0.2 -0.2
C -3.4314 -1.7732 3.2558 0.0 0.2 0.0
C -3.4759 -2.2023 1.7874 0.1 0.0 0.2
C -4.0565 -0.4005 3.5286 0.0 -0.1 -0.1
C 1.6699 -1.0102 3.2988 0.1 -0.1 0.1
C 2.3962 -2.1750 2.6099 0.0 0.2 0.0
C 2.5755 -0.3068 4.3111 -0.1 0.0 -0.1
H -0.9629 -2.5296 -3.2451 0.0 0.0 0.0
H 0.4795 -1.5762 -3.6182 0.0 0.0 0.0
H -0.4390 -1.2323 -2.1518 0.0 0.0 0.0
H 0.8106 -3.9425 -2.6918 0.1 0.0 0.0
H -0.0948 -2.6885 -0.0420 -0.1 -0.5 0.0
H 0.7427 -4.2316 -0.2119 0.0 0.0 0.1
H -0.8525 -4.0272 -0.9592 0.0 0.1 0.1
H 2.8561 -4.4393 -2.7209 0.0 0.0 0.0
H 5.2510 -3.9106 -2.5856 0.0 0.0 0.0
H 6.0008 -1.8018 -1.5722 0.0 0.0 0.0
H 3.7888 0.6659 0.0491 -0.1 0.0 0.0
H 6.3472 -0.9245 0.4693 0.0 0.0 0.0
H 4.8704 -1.1220 1.4177 0.2 0.1 0.0
H 5.7358 0.4216 1.4253 0.0 0.0 0.0
H 6.2865 0.4513 -1.7214 0.0 0.0 0.0
H 5.8774 1.8074 -0.6715 0.0 0.0 0.0
H 4.8615 1.4243 -2.0743 0.0 0.1 -0.1
H 2.5395 3.5343 -0.5588 0.0 0.0 0.0
H 1.6690 4.7792 1.4336 0.0 0.0 0.0
H 0.0423 3.6256 2.9698 0.0 0.0 0.0
H 1.4131 -2.5078 5.5174 0.0 0.0 0.0
H -0.6315 -3.4663 6.5055 0.0 0.0 0.0
H -2.7980 -3.0994 5.4215 0.0 0.0 0.0
H -4.0423 -2.4999 3.7950 0.0 0.0 0.0
H -2.7844 -1.6115 1.1872 0.0 0.0 0.0
H -4.4944 -2.1213 1.3856 0.0 0.0 0.0
H -3.1754 -3.2477 1.7022 0.0 0.0 -0.1
H -3.4407 0.4213 3.1610 0.0 0.0 0.0
H -4.1461 -0.2514 4.6041 0.0 0.1 0.0
H -5.0673 -0.3416 3.1045 0.0 0.0 0.0
H 1.4244 -0.2907 2.5174 0.0 0.1 0.0
H 2.6116 -2.9710 3.3228 0.0 0.0 0.0
H 3.3397 -1.8340 2.1783 -0.2 -0.1 0.1
H 1.7770 -2.5935 1.8089 0.0 -0.1 0.0
H 2.9689 -1.0098 5.0458 0.0 0.0 0.0
H 2.0280 0.4703 4.8465 0.0 0.0 0.0
H 3.4271 0.1519 3.8050 0.0 0.0 0.0
N -5.1436 0.2864 -0.3891 0.0 0.0 -0.1
C -4.6137 -0.2252 -1.6915 0.3 -0.2 -0.3
C -3.1514 -0.6252 -1.4955 -0.2 0.0 0.1
N -2.3064 0.4142 -0.8922 0.2 -0.2 0.1
C -2.9390 1.1509 0.2107 -0.1 0.0 0.0
C -4.3994 1.5276 -0.0112 0.3 0.3 0.1
H -4.9778 -0.4212 0.3358 -0.1 0.0 0.1
H -6.1479 0.4595 -0.4386 0.0 0.0 0.0
H -4.7266 0.5681 -2.4293 -0.1 0.1 0.1
H -5.1906 -1.0898 -2.0155 -0.1 0.0 0.1
H -2.7378 -0.9079 -2.4605 0.0 0.0 0.0
H -3.1221 -1.5090 -0.8557 0.0 0.0 0.0
H -1.9777 1.0627 -1.5993 0.0 0.0 0.0
H -2.3694 2.0605 0.3937 0.0 0.0 0.0
H -2.8749 0.5422 1.1127 0.0 0.0 0.0
H -4.5353 2.2508 -0.8146 -0.1 -0.1 0.0
H -4.8157 1.9386 0.9073 -0.1 -0.1 0.0
```
Forces are in eV/Å.

Which charges does Mulliken predict for the atoms? In e, they are: number 1, Ir, carries 2.99; number 2, C, carries -0.89; number 3, C, carries 0.03; number 4, C, carries -0.69; number 5, C, carries 0.63; number 6, C, carries -0.92; number 7, C, carries -1.54; number 8, C, carries -0.55; number 9, C, carries 0.79; number 10, C, carries 1.32; number 11, C, carries -1.33; number 12, C, carries -1.71; number 13, C, carries -0.02; number 14, N, carries 0.76; number 15, C, carries -0.36; number 16, O, carries -0.55; number 17, C, carries 0.34; number 18, C, carries -1.08; number 19, C, carries -0.81; number 20, C, carries -1.13; number 21, C, carries 0.33; number 22, N, carries 0.03; number 23, C, carries 0.19; number 24, O, carries -0.63; number 25, N, carries 0.50; number 26, C, carries -0.66; number 27, C, carries 0.02; number 28, C, carries -0.72; number 29, C, carries -1.49; number 30, C, carries -1.15; number 31, C, carries 0.67; number 32, C, carries 0.46; number 33, C, carries -1.32; number 34, C, carries -1.19; number 35, C, carries 2.56; number 36, C, carries -0.54; number 37, C, carries -1.81; number 38, H, carries 0.46; number 39, H, carries 0.42; number 40, H, carries -0.41; number 41, H, carries 0.77; number 42, H, carries -0.27; number 43, H, carries 0.41; number 44, H, carries 0.43; number 45, H, carries 0.51; number 46, H, carries 0.42; number 47, H, carries 0.45; number 48, H, carries -0.54; number 49, H, carries 0.38; number 50, H, carries 0.12; number 51, H, carries 0.44; number 52, H, carries 0.37; number 53, H, carries 0.45; number 54, H, carries 0.38; number 55, H, carries 0.62; number 56, H, carries 0.49; number 57, H, carries 0.64; number 58, H, carries 0.44; number 59, H, carries 0.40; number 60, H, carries 0.46; number 61, H, carries 0.79; number 62, H, carries -0.04; number 63, H, carries 0.43; number 64, H, carries 0.53; number 65, H, carries 0.09; number 66, H, carries 0.42; number 67, H, carries 0.37; number 68, H, carries -1.22; number 69, H, carries 0.47; number 70, H, carries -0.27; number 71, H, carries 0.10; number 72, H, carries 0.38; number 73, H, carries 0.44; number 74, H, carries 0.40; number 75, N, carries 0.12; number 76, C, carries -1.03; number 77, C, carries -0.22; number 78, N, carries -0.25; number 79, C, carries 0.06; number 80, C, carries -1.27; number 81, H, carries -0.05; number 82, H, carries 0.42; number 83, H, carries 0.40; number 84, H, carries 0.47; number 85, H, carries 0.51; number 86, H, carries 0.11; number 87, H, carries 0.34; number 88, H, carries 0.45; number 89, H, carries -0.22; number 90, H, carries 0.39; number 91, H, carries 0.49



Formula: C35H48N4OPPtS2Se
Source: the OMol25 dataset
Level of theory: ωB97M-V/def2-TZVPD

## Properties
2S+1: 3
⟨S²⟩: 2.009
Lowest unoccupied orbital energy (alpha / beta) (eV): -1.745 / -3.157
Gap between HOMO and LUMO (alpha / beta) (eV): 7.0 / 6.7
Total charge: +1

Structure (XYZ):
```
93
Properties=species:S:1:pos:R:3:forces:R:3
Pt -0.3838 0.1386 0.0021 -0.3 0.4 0.2
C -0.5157 1.5822 5.4284 0.1 0.0 0.0
C -1.2384 0.3414 4.9805 0.1 -0.1 0.0
C -2.0574 -0.3119 5.8975 0.0 0.0 0.1
C -2.7769 -1.4471 5.5651 0.0 0.0 -0.1
C -2.6938 -1.9710 4.2837 0.1 0.1 0.1
C -1.8872 -1.3376 3.3544 -0.1 0.0 0.0
C -1.1555 -0.1964 3.6892 -0.1 -0.1 -0.1
P -0.1980 0.4925 2.3217 0.3 0.6 -0.2
C -0.2785 2.3162 2.3861 -0.1 -0.2 0.2
C 0.8901 3.0566 2.2195 0.1 0.0 -0.1
C 0.8559 4.4399 2.1581 -0.1 0.0 0.0
C -0.3617 5.0953 2.2699 0.0 -0.1 0.0
C -1.5255 4.3604 2.4324 0.0 0.1 0.0
C -1.5112 2.9714 2.4929 -0.1 0.0 0.0
C -2.8075 2.2401 2.6975 -0.1 0.0 -0.1
C 1.5382 0.0689 2.6274 -0.1 -0.1 0.0
C 2.0565 -0.2563 3.8781 0.0 0.0 0.0
C 3.3717 -0.6705 3.9987 0.0 0.0 0.0
C 4.1684 -0.7633 2.8636 0.0 0.0 0.1
C 3.6478 -0.4577 1.6184 -0.1 0.0 0.0
C 2.3210 -0.0520 1.4748 0.0 0.0 0.1
C 1.7177 0.2096 0.1364 0.1 -0.2 -0.4
H -0.3414 1.5353 6.5024 0.0 0.0 0.0
H -1.1061 2.4770 5.2227 0.0 0.0 0.0
H 0.4424 1.7228 4.9327 0.0 0.0 0.0
H -2.1289 0.0873 6.9019 0.0 0.0 0.0
H -3.4047 -1.9191 6.3077 0.0 0.0 0.0
H -3.2555 -2.8520 4.0079 0.0 0.0 0.0
H -1.8396 -1.7112 2.3387 0.0 0.0 0.0
H 1.8420 2.5497 2.1393 0.1 0.0 0.0
H 1.7716 4.9985 2.0302 0.1 0.0 0.0
H -0.4056 6.1743 2.2340 0.0 0.1 0.0
H -2.4740 4.8753 2.5183 0.0 0.0 0.0
H -3.6413 2.8621 2.3797 0.0 0.0 0.0
H -2.9573 1.9744 3.7458 0.0 0.0 0.0
H -2.8527 1.3068 2.1332 0.0 0.0 0.0
H 1.4276 -0.2157 4.7564 0.0 0.0 0.0
H 3.7690 -0.9267 4.9700 0.0 0.0 0.0
H 5.1959 -1.0871 2.9519 0.1 0.0 0.0
H 4.2707 -0.5447 0.7360 0.0 0.0 0.0
H 2.2194 -0.4040 -0.6210 0.0 0.1 0.0
H 1.8681 1.2581 -0.1669 0.1 0.0 0.0
C 2.2649 -3.5100 -0.2718 0.0 0.0 0.0
N 0.8761 -3.4021 0.1664 0.1 0.3 0.1
C 0.7181 -3.1696 1.5945 0.0 0.0 0.1
C -0.1021 -3.0776 -0.6895 -0.2 -0.1 -0.1
S -1.4022 -2.0309 -0.2628 0.1 -0.3 -0.2
N -0.0669 -3.6556 -1.9021 0.0 0.0 -0.1
C -0.9295 -3.2368 -2.9936 0.0 0.0 0.0
C 0.6103 -4.9247 -2.1364 -0.1 -0.1 0.0
H 2.8422 -2.7376 0.2370 0.0 0.0 0.0
H 2.3370 -3.3508 -1.3454 0.0 0.1 0.1
H 2.6820 -4.4872 -0.0245 0.0 0.0 0.0
H 1.3949 -3.8470 2.1128 0.0 0.0 0.1
H -0.3037 -3.3885 1.8944 0.1 0.0 0.0
H 0.9715 -2.1403 1.8626 -0.1 -0.2 0.0
H -1.2335 -2.2054 -2.8416 0.0 0.0 0.0
H -1.8183 -3.8698 -3.0463 0.0 0.0 0.0
H -0.3728 -3.3372 -3.9268 0.0 0.0 0.0
H 0.8345 -5.4034 -1.1858 0.0 0.0 -0.1
H 1.5343 -4.8001 -2.7038 0.0 0.0 0.0
H -0.0649 -5.5631 -2.7056 0.0 0.0 0.0
C -0.5494 3.8189 -1.9073 0.0 -0.1 -0.1
N -1.3695 3.0490 -2.8314 -0.1 -0.1 0.1
C -1.4292 3.2312 -4.1880 -0.1 -0.1 -0.1
C -2.2648 2.2884 -4.6821 0.1 0.2 -0.1
N -2.6922 1.5329 -3.6135 0.0 0.0 0.0
C -3.6335 0.4274 -3.6727 0.0 0.0 0.0
C -2.1511 2.0141 -2.4823 0.2 0.0 0.4
Se -2.5290 1.4609 -0.7334 -0.1 -0.2 0.0
H 0.2860 4.2306 -2.4669 0.0 0.0 0.0
H -0.1798 3.1469 -1.1361 0.0 0.1 0.0
H -1.1449 4.6118 -1.4569 0.0 0.0 0.0
H -0.8674 4.0012 -4.6814 0.0 0.0 -0.1
H -2.5873 2.0882 -5.6858 0.0 0.0 -0.1
H -3.7149 0.1096 -4.7089 0.0 0.0 0.0
H -4.6074 0.7415 -3.3000 0.0 0.0 0.0
H -3.2627 -0.3866 -3.0501 -0.1 0.0 0.0
O 1.0071 1.3956 -3.1173 -0.1 -0.3 0.0
S 0.8118 -0.0870 -3.2538 -0.1 0.4 0.2
C 0.2263 -0.3360 -4.9665 0.1 0.0 -0.1
C 1.3861 -0.8625 -5.8173 0.0 0.0 0.0
C 2.6684 -0.4188 -5.1210 0.0 0.1 0.1
C 2.4360 -0.7637 -3.6577 0.1 0.0 0.0
H -0.0749 0.6735 -5.2421 0.0 0.0 -0.1
H -0.6491 -0.9817 -4.9769 -0.1 0.0 0.0
H 1.3135 -0.5021 -6.8425 0.0 0.0 0.0
H 1.3478 -1.9533 -5.8557 0.0 0.0 0.0
H 2.7934 0.6612 -5.2108 0.0 0.0 0.0
H 3.5610 -0.8954 -5.5232 0.0 -0.1 0.0
H 3.1271 -0.3233 -2.9414 0.1 0.0 0.0
H 2.3953 -1.8451 -3.5057 0.0 -0.1 0.0
```
Forces are in eV/Å.

Which charges does Mulliken predict for the atoms? In e, they are: number 1, Pt, carries 2.78; number 2, C, carries -1.63; number 3, C, carries 1.21; number 4, C, carries -0.90; number 5, C, carries -0.75; number 6, C, carries -1.10; number 7, C, carries -0.78; number 8, C, carries 1.06; number 9, P, carries -0.59; number 10, C, carries 1.79; number 11, C, carries -0.95; number 12, C, carries -0.86; number 13, C, carries -0.83; number 14, C, carries -0.95; number 15, C, carries 0.95; number 16, C, carries -1.52; number 17, C, carries 0.27; number 18, C, carries -1.22; number 19, C, carries -1.06; number 20, C, carries -0.82; number 21, C, carries -0.60; number 22, C, carries 0.62; number 23, C, carries -1.30; number 24, H, carries 0.54; number 25, H, carries 0.32; number 26, H, carries 0.24; number 27, H, carries 0.49; number 28, H, carries 0.40; number 29, H, carries 0.48; number 30, H, carries 0.42; number 31, H, carries 0.41; number 32, H, carries 0.49; number 33, H, carries 0.42; number 34, H, carries 0.48; number 35, H, carries 0.49; number 36, H, carries 0.27; number 37, H, carries 0.16; number 38, H, carries 0.36; number 39, H, carries 0.47; number 40, H, carries 0.41; number 41, H, carries 0.58; number 42, H, carries -0.02; number 43, H, carries 0.72; number 44, C, carries -0.85; number 45, N, carries 0.31; number 46, C, carries -1.49; number 47, C, carries 0.37; number 48, S, carries -0.52; number 49, N, carries 0.40; number 50, C, carries -0.85; number 51, C, carries -1.30; number 52, H, carries 0.27; number 53, H, carries 0.14; number 54, H, carries 0.33; number 55, H, carries 0.37; number 56, H, carries 0.47; number 57, H, carries 0.60; number 58, H, carries -0.02; number 59, H, carries 0.42; number 60, H, carries 0.40; number 61, H, carries 0.37; number 62, H, carries 0.36; number 63, H, carries 0.44; number 64, C, carries -0.74; number 65, N, carries 0.44; number 66, C, carries -0.52; number 67, C, carries -0.55; number 68, N, carries 0.41; number 69, C, carries -0.84; number 70, C, carries -0.45; number 71, Se, carries -0.28; number 72, H, carries 0.34; number 73, H, carries 0.08; number 74, H, carries 0.35; number 75, H, carries 0.49; number 76, H, carries 0.50; number 77, H, carries 0.31; number 78, H, carries 0.33; number 79, H, carries 0.24; number 80, O, carries -0.72; number 81, S, carries 0.82; number 82, C, carries -0.87; number 83, C, carries -0.71; number 84, C, carries -0.87; number 85, C, carries -0.67; number 86, H, carries 0.40; number 87, H, carries 0.38; number 88, H, carries 0.38; number 89, H, carries 0.26; number 90, H, carries 0.29; number 91, H, carries 0.43; number 92, H, carries 0.50; number 93, H, carries 0.09



In order of appearance, ΔE to the lowest compared entry with this formula, charge and spin = 0.410 0.000 eV.
In order of appearance, molecular weight = 763.019 909.942 g mol⁻¹.
In order of appearance, calculated total energy = -51442.21362 -144629.29951 eV.